The following is a quantum chemistry calculation of an isolated molecule of C9H8N2OS, from the OMol25 dataset.

XYZ file:
```
21
Properties=species:S:1:pos:R:3:forces:R:3:lowdin_charge:R:1
C 0.98569 0.58096 0.03972 1.25 -1.07 -0.66 -0.1560
C 2.49942 -1.31499 0.07616 1.62 -1.09 0.62 -0.1110
H 4.67646 -0.80301 0.16304 -1.42 -0.21 -0.24 0.1229
H 2.65770 -2.36869 0.18083 0.11 -0.52 -0.10 0.1039
C -2.72427 -0.18373 -0.04414 0.65 -0.18 0.82 -0.5522
C -0.44757 0.89648 -0.12511 1.49 1.22 1.08 -0.3185
H -0.11201 2.76228 -0.85185 -1.58 -0.82 1.38 0.1184
S -0.36045 -1.69779 0.01346 1.18 0.05 0.03 1.0589
C 1.22743 -0.84255 0.02908 -2.98 2.37 0.14 -0.4250
H 4.28776 1.56527 -0.29676 -1.03 -0.77 0.83 0.1237
N -3.28175 1.02486 0.40576 0.31 1.20 2.82 0.0965
H -1.82252 2.44465 -0.36760 2.58 -0.35 0.19 0.1061
C 3.41786 0.89568 -0.03277 0.84 1.00 -0.29 -0.1180
H -4.25532 0.87869 0.61227 -0.56 -0.13 -0.49 0.0871
C -1.24800 -0.19438 -0.03597 0.12 0.28 -0.39 -0.4277
C 2.15324 1.42777 0.04755 -2.12 0.52 -0.97 -0.0349
H -2.91876 1.45380 1.35932 -0.17 -1.33 -2.82 0.1670
H 2.01452 2.52396 -0.05769 0.11 -0.81 0.21 0.1092
N -0.77117 2.26715 -0.16875 -1.15 0.55 -1.73 0.0716
O -3.40078 -1.13509 -0.35734 -0.11 0.12 -0.20 0.0659
C 3.60554 -0.47452 0.08592 0.87 -0.05 -0.23 -0.0876
```
Forces are in eV/Å.

Properties
**HOMO energy**: -8.023 eV
**LUMO level**: 0.17 eV
**SMILES string**: NC(=O)c1sc2ccccc2c1N


The following is a quantum chemistry calculation of an isolated molecule of C9H8N2S, from the OMol25 dataset.

XYZ file:
```
20
Properties=species:S:1:pos:R:3:forces:R:3:lowdin_charge:R:1
H 2.94437 -1.89309 0.16259 2.18 -2.68 -0.01 0.0803
C -2.55873 0.37258 -0.16022 1.30 -1.10 1.07 -0.7770
C -1.07384 -1.87554 -0.33628 1.57 -0.69 -1.21 -0.1965
C 1.00593 -1.17107 -0.02522 -1.20 -0.49 0.51 -0.2432
C 2.85623 0.14978 0.55312 2.93 0.43 0.28 -0.0893
N -2.51303 1.63092 -0.61979 3.97 -1.10 -1.36 0.0562
H 2.69367 2.17831 0.68258 -0.41 1.29 0.01 0.0979
H -1.60976 1.92476 -1.05170 -1.41 0.00 0.61 0.1219
H -1.41036 -2.23720 -1.31377 0.43 0.57 -0.75 0.1537
C 2.43032 -1.03121 0.20793 -3.83 0.22 -0.50 -0.0199
N 0.34103 -2.27670 -0.19269 -0.64 -0.06 -0.11 0.1268
C 2.05844 1.34574 0.50401 0.50 -0.78 0.38 -0.0599
S -3.99185 -0.16101 0.47879 0.76 -0.54 -0.15 0.6185
H 3.95585 0.12530 0.79244 -1.19 0.93 -0.11 0.1311
H -1.86883 -2.37051 0.13173 -0.67 -1.23 2.01 0.1040
H -3.18601 2.28482 -0.36450 -1.33 1.01 0.24 0.0677
H 0.20910 2.16563 0.27990 -1.90 2.69 -0.02 0.0625
C -1.13934 -0.45949 -0.12640 -2.64 3.19 -0.44 -0.1184
C 0.12425 -0.00753 0.10239 -0.05 1.01 -0.65 -0.1056
C 0.73256 1.30553 0.29509 1.61 -2.69 0.22 -0.0107
```
Forces are in eV/Å.

Properties
**HOMO energy**: -8.414 eV
**LUMO level**: -0.78 eV
**SMILES string**: NC(=S)C1=c2ccccc2=NC1


The following is a quantum chemistry calculation of C9H8N5O as an isolated structure, from the OMol25 dataset.

XYZ file:
```
23
Properties=species:S:1:pos:R:3:forces:R:3:lowdin_charge:R:1
H 1.37613 1.68307 2.34141 -0.13 0.03 -0.25 0.0931
C -0.34834 1.72037 -1.45136 -0.50 0.00 0.53 -0.1506
C -0.75590 -1.69566 0.48934 -0.34 -0.66 1.13 0.1158
H 2.01250 -2.98278 -1.67873 -0.96 -0.88 -0.27 0.0706
N -0.91833 2.74482 1.48124 -3.58 -0.68 -1.38 0.1654
H 2.74357 -2.45489 -0.21643 -0.50 0.92 -1.26 0.1227
N 0.30325 -1.95077 0.05968 -1.99 0.18 0.31 0.2598
C -0.11061 1.71646 1.10613 -0.25 1.19 -0.98 -0.4676
N -0.04059 2.32326 -2.37075 0.19 0.41 -0.73 0.2571
H -1.99911 2.75688 1.19073 3.61 -0.04 0.89 0.1976
H -0.68024 3.34737 2.22095 0.36 0.65 1.00 0.0964
N -4.17930 -0.81345 2.09164 -0.36 0.07 0.26 0.2293
C -1.38022 0.07170 0.17189 -0.02 3.37 -0.78 0.1025
C 2.31021 -2.07526 -1.20538 -0.50 -0.96 1.89 -0.0010
C 1.07404 -1.15949 -0.91515 3.92 -1.32 -2.55 -0.3714
C -3.14826 -0.88233 1.60254 1.32 -0.90 -0.69 -0.1124
H 0.37457 -1.10541 -2.86931 0.44 -0.57 0.69 0.1525
C -1.86837 -0.88883 0.92834 0.17 -0.31 -0.83 -0.0647
H 1.42434 -0.30110 -0.36198 -0.27 0.38 0.69 0.1325
C -0.67856 1.13269 -0.21650 -0.78 -1.87 1.69 -0.1028
N 1.00570 1.27871 1.47756 0.09 -0.28 0.40 0.1870
H 3.09173 -1.81170 -1.86702 0.71 1.54 -0.36 0.0733
O 0.39181 -0.65367 -2.00882 -0.64 -0.29 0.60 0.0149
```
Forces are in eV/Å.

Properties
**Net charge**: +1
**HOMO energy**: -14.083 eV
**LUMO level**: -6.16 eV


The following is a quantum chemistry calculation of an isolated ion of composition C9H8NO2S and charge -1, from the OMol25 dataset.

XYZ file:
```
21
Properties=species:S:1:pos:R:3:forces:R:3:lowdin_charge:R:1
H -4.27366 0.06751 1.32306 0.13 0.27 -0.28 0.0476
C 1.48062 1.64724 -0.76633 2.45 2.52 -0.89 -0.1076
C -2.91978 -0.04286 -0.42976 -2.45 0.68 1.02 -0.2062
H 1.86812 1.92147 -1.85993 -0.81 -0.85 2.08 0.1012
C -1.55615 -0.15556 -0.58264 1.51 0.79 -3.66 -0.1916
C -0.79208 -0.11117 0.49589 -1.03 0.65 3.20 -0.4822
H -1.05136 -0.12883 -1.56848 -0.50 -0.57 0.61 0.1362
H 1.73266 -0.47094 -1.21787 0.91 0.28 1.22 0.1301
C 1.87453 0.22161 -0.34003 -4.79 -0.33 0.12 -0.2298
H -3.71412 0.06699 -1.16302 0.51 -0.41 -0.36 0.0987
C -3.28630 0.08563 0.87279 0.54 -0.04 1.23 -0.4371
S -1.89639 0.15001 1.94257 0.27 -0.61 -1.95 0.9676
H 0.42189 1.94360 -0.73813 0.35 -0.42 0.25 0.0532
O 0.46161 -2.88754 1.09928 -0.38 -0.98 0.24 -0.0147
N 4.04183 0.32772 1.00045 0.56 0.36 0.39 0.1328
C 0.49873 -2.06595 0.18921 1.31 1.11 1.09 -0.7427
H 2.14647 2.37469 -0.10872 -1.82 -1.06 -1.17 0.0968
O 0.56783 -2.12675 -1.03355 -0.25 -0.86 -1.39 -0.0446
C 3.06729 0.32914 0.39623 0.75 -1.45 0.03 -0.2851
H 0.76761 -0.57644 1.75500 0.96 0.27 1.54 0.0870
C 0.56065 -0.56957 0.73399 1.77 0.66 -3.30 -0.1096
```
Forces are in eV/Å.

Properties
**Net charge**: -1
**HOMO energy**: -4.372 eV
**LUMO level**: 2.97 eV
**SMILES string**: C[C@@H](C#N)[C@H](C(=O)[O-])c1cccs1


The following is a quantum chemistry calculation of an isolated molecule of C9H8O4, from the OMol25 dataset.

XYZ file:
```
21
Properties=species:S:1:pos:R:3:forces:R:3:lowdin_charge:R:1
H 1.11098 -1.00649 3.42277 -2.01 0.35 2.63 0.0757
C -0.14246 1.76543 0.30837 -0.66 1.96 -1.55 0.0168
H -1.08585 3.33825 -0.93941 0.52 0.68 -0.01 0.0948
O 1.48207 -1.13830 -0.70028 1.78 -1.40 -0.84 -0.0510
H -2.31436 1.73564 -2.30743 0.53 0.02 0.04 0.1064
C -1.64495 1.37838 -1.51999 -0.41 1.47 0.27 -0.0881
O 1.87396 -1.12136 2.92740 1.40 -1.06 -1.81 0.1218
C -0.24227 0.43288 0.57862 0.38 -0.32 0.80 -0.2293
H -1.17808 -2.02196 1.50745 0.97 0.55 0.68 0.1279
H 0.51784 2.39622 0.89511 -0.14 -0.19 0.05 0.1272
C 1.84534 -1.64098 0.57302 -0.86 1.66 0.87 -0.0585
C -1.47223 -1.69760 0.51576 0.42 -0.44 1.09 -0.2374
C -1.75314 0.05053 -1.18951 0.23 -0.22 -1.55 -0.0117
H -2.27277 -0.50740 -1.99871 0.06 -0.34 1.54 0.1403
C -1.08262 -0.45054 -0.07546 -0.04 1.30 -0.36 -0.1420
H 2.13360 -1.49963 -1.39351 -1.52 0.76 1.79 0.1459
O 0.50728 0.06516 1.68172 -0.34 -0.43 0.24 0.0628
H 2.61410 -2.39984 0.59703 -0.23 -0.04 0.34 0.1184
C -0.91606 2.30453 -0.74729 -0.26 -2.25 0.56 -0.0278
O -2.27585 -2.40902 0.02097 -1.95 -1.77 -1.71 0.0879
C 1.33840 -1.01673 1.69115 2.16 -0.27 -3.06 -0.3802
```
Forces are in eV/Å.

Properties
**HOMO energy**: -8.196 eV
**LUMO level**: 0.10 eV
**SMILES string**: O=Cc1ccccc1O/C(O)=C\O


The following is a quantum chemistry calculation of an isolated ion of composition C9H9BF5NO6PS and charge -1, from the OMol25 dataset.

XYZ file:
```
33
Properties=species:S:1:pos:R:3:forces:R:3:lowdin_charge:R:1
H -1.37448 2.54374 1.82714 0.00 -0.24 0.11 0.0576
H 3.40324 -0.38532 1.63521 -0.15 0.15 -0.11 0.1237
B -0.09687 1.08383 -1.15370 1.20 0.19 -0.49 -0.6349
S -0.96755 -0.65023 -1.11381 -0.35 -0.21 1.09 0.7503
O 1.70143 2.19090 1.19747 -0.25 -0.84 -0.30 0.0977
O -1.83609 2.11378 1.09551 1.06 0.56 0.01 -0.1921
C 2.40262 -1.74869 2.88682 0.63 -0.42 0.39 -0.0965
F -0.16202 -3.10546 -3.57336 0.46 -0.04 0.41 0.1649
H -2.36817 3.70042 -1.69786 -0.28 -0.05 -0.02 -0.0376
N -2.38157 2.74338 -1.36183 0.46 -0.03 0.01 -0.1907
C 0.03273 -1.58908 3.00827 -0.15 0.26 0.09 -0.0719
O -0.09129 -1.69123 -0.61459 0.33 -0.22 -0.47 -0.3134
C 1.20571 -2.18308 3.40089 -0.46 -0.97 0.73 -0.1026
C 1.41344 1.11186 0.69351 0.32 1.47 0.32 -0.4525
P -1.18984 2.49712 -0.38340 -2.26 0.52 -1.47 0.5661
O 1.29641 1.00155 -0.64194 -0.44 -0.67 1.24 0.0249
F -0.18939 -1.46175 -4.94625 -0.02 0.01 0.08 0.1341
H 3.33917 -2.21458 3.17313 -0.10 -0.06 0.05 0.1005
F -1.76921 -0.08672 -3.56810 0.09 0.07 -0.07 0.1063
C -0.10519 -1.77546 -3.63018 -0.73 0.16 -0.98 -0.5635
F -2.32317 -2.06092 -2.87985 -0.01 -0.18 0.09 0.1148
H -0.94054 -1.88435 3.37732 0.11 -0.21 0.07 0.1096
C -1.33334 -1.15756 -2.88831 0.25 0.38 0.16 -0.4870
H -0.01933 1.34395 -2.32098 -0.12 0.09 0.02 0.0811
C 2.43450 -0.69911 2.01052 0.85 0.29 -0.35 -0.0325
C 0.08898 -0.53670 2.12768 -1.55 0.71 -0.34 -0.0462
O -2.26711 -0.58500 -0.48635 -0.36 0.09 -0.29 -0.3252
F 1.06065 -1.31638 -3.21192 0.06 -0.16 0.29 0.1814
H 1.14413 -3.00366 4.10990 0.26 0.01 -0.06 0.0986
H -0.85585 -0.08341 1.83977 0.15 0.06 -0.13 0.1050
H -0.15562 4.02952 0.70126 0.57 0.27 -0.20 0.0469
O -0.36744 3.92642 -0.23652 -0.23 -1.06 0.98 -0.1807
C 1.27108 -0.06778 1.62455 0.64 0.07 -0.86 -0.1363
```
Forces are in eV/Å.

Properties
**Net charge**: -1
**HOMO energy**: -5.054 eV
**LUMO level**: 2.97 eV


The following is a quantum chemistry calculation of an isolated molecule of C9H9BrF2N2, from the OMol25 dataset.

XYZ file:
```
23
Properties=species:S:1:pos:R:3:forces:R:3:lowdin_charge:R:1
Br -2.19288 -0.33686 -2.42204 0.05 -0.03 0.15 0.9031
N -0.90975 -3.08932 -0.09512 -0.15 -0.05 -0.22 0.2192
H 1.11214 -1.31090 0.47760 -0.13 -0.09 -0.15 0.1093
C 2.20175 0.48781 0.52236 0.69 -0.65 -0.10 -0.1692
C -0.19700 0.26989 -0.35485 0.50 0.83 -0.09 -0.3422
C -0.64423 -0.82400 -1.35454 0.18 -0.14 -0.65 -0.7761
H -2.23787 -0.93380 1.03601 0.01 -0.09 -0.14 0.0734
N 0.80284 2.15411 -1.88544 0.12 -0.05 0.09 0.2274
H 2.24845 1.55942 0.67982 -0.50 0.28 -1.30 0.1102
C 0.42292 1.31884 -1.19783 -0.40 0.11 -0.34 -0.2160
H -0.83530 1.41036 1.33880 0.25 0.06 -0.09 0.1465
H 3.59524 -1.07158 0.85702 -0.63 -0.95 -1.14 0.0653
C -0.85801 -2.13120 -0.72418 -0.02 0.10 0.49 -0.2201
H -2.82493 0.48363 1.87808 0.01 -0.02 0.10 0.0870
H 0.52203 -0.16286 1.65491 -0.43 -0.14 -0.08 0.1251
C -2.48146 0.11614 0.91312 -0.12 0.57 0.33 -0.0270
F -1.80906 2.07037 -0.24967 -0.16 -0.14 -0.05 -0.0143
C 3.35333 -0.17690 0.28997 -0.26 0.28 0.19 0.0255
H 4.08866 0.16434 -0.42952 0.68 0.85 1.04 0.0613
F 0.38060 -1.00112 -2.25529 0.01 -0.10 0.23 0.0029
C 0.89163 -0.25985 0.62902 0.42 0.05 1.69 -0.1237
H -3.31164 0.27536 0.23320 0.00 -0.35 -0.21 0.0673
C -1.31744 0.98809 0.45857 -0.10 -0.32 0.26 -0.3348
```
Forces are in eV/Å.

Properties
**HOMO energy**: -9.216 eV
**LUMO level**: 0.06 eV
**SMILES string**: C=CC[C@](C#N)([C@H](C)F)[C@](F)(Br)C#N


The following is a quantum chemistry calculation of C9H9BrFIrN2O4 as an isolated structure, from the OMol25 dataset.

XYZ file:
```
27
Properties=species:S:1:pos:R:3:forces:R:3:lowdin_spin:R:1
C 4.67604 0.30524 0.05159 -0.04 -0.02 -0.01 -0.0001
Ir -0.04524 -0.43413 0.15771 -0.75 0.45 -0.39 -0.0001
Br 1.55427 2.93620 0.05992 -0.12 -0.01 0.00 0.0000
F -0.01124 0.69836 1.75168 -0.31 -0.31 -0.03 0.0002
H -4.42879 0.61934 0.51005 -0.02 -0.01 -0.05 0.0003
N 1.89153 0.14996 -0.08298 0.39 -0.39 0.22 -0.0002
H -2.77888 0.76554 -1.57921 -0.02 -0.05 0.04 0.0022
N -1.19803 1.31446 -0.30535 0.53 -0.09 0.20 0.0021
H -3.07757 2.21390 -0.63309 0.08 0.01 -0.01 0.0054
C -2.63947 1.21445 -0.59529 -0.09 0.07 0.03 0.0184
C 3.89488 1.43852 0.10224 -0.01 -0.01 -0.01 0.0000
O -4.08723 -1.69160 0.02806 -0.07 -0.29 0.09 0.7508
H -0.72169 1.83817 -1.03305 -0.10 0.02 -0.08 0.0003
C 4.04832 -0.92452 -0.09753 0.09 0.01 -0.03 0.0000
C 2.51042 1.32393 0.03340 0.07 0.11 -0.03 0.0000
H -1.05160 1.83346 0.56552 -0.01 0.06 -0.06 0.0001
H 5.75240 0.38170 0.11878 0.00 -0.02 -0.01 0.0000
H -2.93686 0.60841 1.48963 -0.10 0.15 0.01 0.0104
O 0.63213 -2.19272 -0.19767 0.39 0.35 0.17 0.0005
C -3.02312 -1.06724 0.26030 0.03 0.79 0.07 0.0847
H 4.33311 2.42081 0.19410 -0.02 0.01 0.01 0.0000
C -3.36015 0.43107 0.49550 0.24 -0.38 -0.04 0.1039
H 4.58531 -1.86032 -0.16448 0.00 0.01 0.00 0.0000
C 1.97571 -2.28016 -0.32190 -0.36 -0.08 0.06 0.0000
O 2.54912 -3.30261 -0.51329 0.16 -0.03 -0.07 -0.0001
C 2.68086 -0.95886 -0.15764 -0.07 0.01 -0.13 -0.0001
O -1.86616 -1.46869 0.26661 0.10 -0.37 0.05 0.0213
```
Forces are in eV/Å.

Properties
**Net charge**: +1
**HOMO energy (alpha / beta)**: -13.222 / -13.221 eV
**2S+1**: 2
**⟨S²⟩**: 0.7553
**LUMO level (alpha / beta)**: -4.54 / -7.48 eV


In hartree/bohr, the strongest force on any atom values for the records above are, in order, 0.0741; 0.0844; 0.0944; 0.0934; 0.0730; 0.0534; 0.0340; 0.0186.